{
  "formula": "CHF3N2O",
  "method": "wB97M-V/def2-TZVPD",
  "e_lumo_ev": [-3.77, -0.45],
  "de_lowest_kj_mol": 716.49,
  "total_energy_ha": -522.713987,
  "gap_ev": [6.6, 10.2],
  "charge": 0,
  "symbols": ["C", "N", "N", "O", "F", "F", "F", "H"],
  "coordinates": [[-0.31096, -0.03152, 0.31179], [0.21932, -1.21335, 0.22171], [-0.54474, -3.42989, 2.19611], [-1.38282, 0.36098, 0.71705], [1.38603, -1.32534, -0.41081], [-1.75308, -3.45067, 1.60476], [-0.73832, -2.51875, 3.13693], [0.28113, 0.90510, 0.00438]],
  "forces_ev_per_a": [[3.30, 0.20, -1.27], [-2.45, -0.55, 0.92], [-0.25, -0.29, -0.38], [-2.37, 0.51, 1.14], [1.59, 0.70, -0.61], [-0.03, -0.29, -0.35], [0.28, 0.57, 0.73], [-0.07, -0.85, -0.18]]
}

=====

{
  "formula": "CHF3NO2S",
  "method": "wB97M-V/def2-TZVPD",
  "e_lumo_ev": 3.87,
  "de_lowest_kj_mol": 146.94,
  "total_energy_ha": -941.748023,
  "gap_ev": 8.2,
  "charge": -1,
  "symbols": ["C", "N", "O", "O", "F", "F", "F", "S", "H"],
  "coordinates": [[1.49832, -0.11149, 0.28485], [-1.80223, -0.59277, 1.04238], [-4.08762, -0.01160, -0.11620], [-2.04370, 1.14188, -0.79272], [1.97399, -0.83703, -0.65360], [1.68819, 1.19208, -0.07128], [2.33883, -0.25704, 1.36849], [-2.63491, 0.14167, 0.07282], [0.46542, -0.18764, 0.52707]],
  "forces_ev_per_a": [[1.12, 3.08, 1.99], [-0.93, 0.35, -0.75], [0.68, 0.14, -0.01], [-0.14, 0.75, -0.89], [0.45, -1.77, -1.81], [-0.01, 0.08, -0.30], [-0.68, -0.45, -0.18], [0.61, -1.25, 1.60], [-1.09, -0.93, 0.34]]
}

=====

{
  "formula": "CHF3NO4RuS2",
  "method": "wB97M-V/def2-TZVPD",
  "multiplicity": 6,
  "e_lumo_ev": [-0.10, -2.73],
  "total_energy_ha": -1585.106532,
  "gap_ev": [8.7, 7.2],
  "charge": 0,
  "symbols": ["N", "S", "O", "S", "O", "O", "C", "F", "F", "F", "Ru", "O", "H"],
  "coordinates": [[-0.38156, 1.63023, 0.22138], [1.27476, 2.00894, 0.44981], [1.99442, 0.72799, 1.26730], [-0.74733, 0.38277, -0.64310], [0.41665, -0.48865, -1.05565], [-1.73421, 0.58592, -1.70818], [-1.65775, -0.71620, 0.55609], [-0.90184, -0.96626, 1.61385], [-2.76850, -0.10965, 0.95317], [-1.97994, -1.86555, -0.02252], [2.24263, -0.29278, -0.34751], [3.55973, -1.52074, -0.67092], [4.14311, -1.58046, -1.42613]],
  "forces_ev_per_a": [[1.89, -0.05, -0.02], [-0.83, -1.76, 0.38], [-1.24, 2.49, 1.08], [-2.79, 0.37, -1.59], [-2.14, 0.08, -0.59], [1.89, -0.20, 1.76], [-0.14, 0.12, -0.08], [0.32, -0.05, 0.21], [0.10, 0.08, -0.09], [0.09, -0.02, -0.16], [0.68, 0.66, -0.20], [1.99, -1.54, -0.45], [0.19, -0.20, -0.25]]
}